This record from OMol25 describes a cluster of 2 separate species, C5H13NO in total at a distorted geometry. The level of theory is wB97M-V/def2-TZVPD.

Each atom is followed by the atoms it is bonded to, with distances in Å.
Geometry (Å):
1 C -0.229 -1.375 1.620  C2 1.513, H5 1.087, H6 1.082, H9 1.078
2 C 0.824 -0.327 1.900  C1 1.513, O3 1.210, N4 1.364
3 O 2.018 -0.509 1.820  C2 1.210
4 N 0.279 0.889 2.193  C2 1.364, H7 1.003, H8 1.007
5 H -1.207 -0.901 1.601  C1 1.087
6 H -0.311 -2.165 2.355  C1 1.082
7 H 0.801 1.734 2.330  N4 1.003
8 H -0.722 0.987 2.169  N4 1.007
9 H -0.047 -1.829 0.660  C1 1.078
10 C -0.521 -0.019 -1.995  C11 1.508, C12 1.518, H13 1.090, H14 1.086
11 C -1.130 1.190 -1.331  C10 1.508, H15 1.095, H18 1.086, H19 1.098
12 C -0.688 -0.061 -3.503  C10 1.518, H16 1.085, H17 1.089, H20 1.090
13 H 0.527 -0.013 -1.693  C10 1.090
14 H -0.876 -0.942 -1.545  C10 1.086
15 H -2.222 1.274 -1.347  C11 1.095
16 H -1.640 0.371 -3.792  C12 1.085
17 H 0.114 0.499 -3.984  C12 1.089
18 H -0.778 2.119 -1.771  C11 1.086
19 H -0.940 1.316 -0.257  C11 1.098
20 H -0.685 -1.085 -3.877  C12 1.090

Its SMILES is CC(N)=O.CCC. The energy above the lowest of the compared OMol25 structures with the same formula, charge and spin comes out at 21.2 kJ/mol. As for the spin multiplicity: 1. As for the max |F|: 1.52 eV/A.

Atom charges from the natural (NBO) analysis, given in e for atoms 1 to 4: C -0.7093; C 0.6724; O -0.6045; N -0.8255

=====

This record from OMol25 describes a cluster of 2 separate species, C5H13NO in total. The level of theory is wB97M-V/def2-TZVPD.

Each atom is followed by the atoms it is bonded to, with distances in Å.
Geometry (Å):
1 C 0.213 2.508 0.517  C2 1.524, H7 1.092, H8 1.092, H9 1.088
2 C -0.315 1.542 1.571  C1 1.524, C3 1.509, H10 1.094, H11 1.097
3 C -0.196 0.102 1.138  C2 1.509, C4 1.332, H12 1.077
4 C -1.215 -0.580 0.618  C3 1.332, N5 1.382, H13 1.085
5 N -1.229 -1.907 0.232  C4 1.382, C6 1.448, H14 1.001
6 C -0.014 -2.595 -0.153  N5 1.448, H15 1.100, H16 1.097, H17 1.084
7 H -0.397 2.458 -0.388  C1 1.092
8 H 0.197 3.543 0.866  C1 1.092
9 H 1.242 2.286 0.247  C1 1.088
10 H -1.365 1.720 1.824  C2 1.094
11 H 0.278 1.656 2.486  C2 1.097
12 H 0.755 -0.396 1.222  C3 1.077
13 H -2.182 -0.092 0.549  C4 1.085
14 H -2.071 -2.217 -0.210  N5 1.001
15 H 0.590 -2.899 0.714  C6 1.100
16 H 0.647 -1.953 -0.749  C6 1.097
17 H -0.313 -3.487 -0.692  C6 1.084
18 H 1.284 -0.273 -2.804  O20 0.973
19 H 2.167 0.163 -3.944  O20 0.967
20 O 1.923 0.419 -3.044  H18 0.973, H19 0.967

Its SMILES is CC/C=C/NC.O. The energy above the lowest of the compared OMol25 structures with the same formula, charge and spin comes out at 130.0 kJ/mol. As for the spin multiplicity: 1. As for the max |F|: 0.78 eV/A.

Atom charges from the natural (NBO) analysis, given in e for atoms 1 to 4: C -0.5981; C -0.4169; C -0.3056; C 0.0008

=====

This record from OMol25 describes an isolated molecule of C5H13NO at a distorted geometry. The level of theory is wB97M-V/def2-TZVPD.

Each atom is followed by the atoms it is bonded to, with distances in Å.
Geometry (Å):
1 C 0.526 1.280 -1.909  N2 1.480, H8 1.081, H9 1.095, H10 1.082
2 N -0.412 0.570 -1.011  C1 1.480, C3 1.472, H11 1.020
3 C 0.097 -0.587 -0.255  N2 1.472, C4 1.542, C7 1.529, H12 1.091
4 C -0.467 -0.523 1.179  C3 1.542, C5 1.511, O6 1.452, H13 1.092
5 C -1.974 -0.539 1.282  C4 1.511, H14 1.092, H15 1.086, H16 1.093
6 O 0.077 0.595 1.929  C4 1.452, H17 0.966
7 C 1.612 -0.771 -0.177  C3 1.529, H18 1.087, H19 1.092, H20 1.091
8 H 0.128 2.245 -2.189  C1 1.081
9 H 0.650 0.686 -2.821  C1 1.095
10 H 1.514 1.313 -1.468  C1 1.082
11 H -0.819 1.268 -0.389  N2 1.020
12 H -0.290 -1.481 -0.745  C3 1.091
13 H -0.036 -1.340 1.761  C4 1.092
14 H -2.176 -0.400 2.346  C5 1.092
15 H -2.474 -1.428 0.910  C5 1.086
16 H -2.401 0.302 0.729  C5 1.093
17 H 0.298 1.290 1.295  O6 0.966
18 H 2.148 -0.468 -1.073  C7 1.087
19 H 2.079 -0.207 0.632  C7 1.092
20 H 1.920 -1.806 -0.026  C7 1.091

Its SMILES is CN[C@@H](C)[C@H](C)O. The energy above the lowest of the compared OMol25 structures with the same formula, charge and spin comes out at 125.6 kJ/mol. As for the spin multiplicity: 1. As for the max |F|: 1.58 eV/A.

Atom charges from the natural (NBO) analysis, given in e for atoms 1 to 4: C -0.4134; N -0.6334; C -0.0773; C 0.0969

=====

This record from OMol25 describes a cluster of 2 separate species, C5H13NO in total at a distorted geometry. The level of theory is wB97M-V/def2-TZVPD.

Each atom is followed by the atoms it is bonded to, with distances in Å.
Geometry (Å):
1 C -1.273 -1.865 1.088  C2 1.542, H7 1.098, H8 1.102, H9 1.093
2 C -1.384 -0.939 -0.139  C1 1.542, C3 1.568, H10 1.077, H11 1.101
3 C -0.159 -0.818 -1.110  C2 1.568, C4 1.512, H12 1.086, H13 1.090
4 C 0.654 0.439 -0.894  C3 1.512, C5 1.335, N6 1.389
5 C 0.442 1.431 -1.761  C4 1.335, H14 1.079, H15 1.080
6 N 1.732 0.224 -0.045  C4 1.389, H16 1.004, H17 1.008
7 H -1.099 -2.894 0.745  C1 1.098
8 H -0.484 -1.677 1.834  C1 1.102
9 H -2.247 -1.901 1.582  C1 1.093
10 H -1.978 -0.042 -0.086  C2 1.077
11 H -1.930 -1.710 -0.704  C2 1.101
12 H -0.537 -0.808 -2.128  C3 1.086
13 H 0.340 -1.785 -1.060  C3 1.090
14 H -0.495 1.519 -2.288  C5 1.079
15 H 1.076 2.290 -1.922  C5 1.080
16 H 1.942 -0.649 0.403  N6 1.004
17 H 2.456 0.924 0.002  N6 1.008
18 H 0.488 2.134 2.575  O20 0.977
19 H 0.373 1.412 1.209  O20 0.966
20 O -0.018 1.451 2.092  H18 0.977, H19 0.966

Its SMILES is C=C(N)CCC.O. The energy above the lowest of the compared OMol25 structures with the same formula, charge and spin comes out at 181.2 kJ/mol. As for the spin multiplicity: 1. As for the max |F|: 3.11 eV/A.

Atom charges from the natural (NBO) analysis, given in e for atoms 1 to 4: C -0.6054; C -0.3990; C -0.4356; C 0.1761

=====

This record from OMol25 describes a cluster of 2 separate species, C5H13NO in total at a distorted geometry. The level of theory is wB97M-V/def2-TZVPD.

Each atom is followed by the atoms it is bonded to, with distances in Å.
Geometry (Å):
1 C 0.306 -0.084 -2.312  C2 1.559, H7 1.111, H8 1.104, H9 1.111
2 C -0.088 -0.156 -0.805  C1 1.559, C3 1.599, N6 1.519, H10 1.073
3 C 1.188 0.208 0.088  C2 1.599, C4 1.494, H11 1.091, H12 1.108
4 C 0.928 -0.069 1.533  C3 1.494, C5 1.353, H13 1.089
5 C 1.964 -0.414 2.333  C4 1.353, H14 1.065, H15 1.119
6 N -1.220 0.831 -0.575  C2 1.519, H16 1.017, H17 1.025
7 H -0.313 -0.817 -2.872  C1 1.111
8 H 1.347 -0.231 -2.649  C1 1.104
9 H 0.028 0.852 -2.843  C1 1.111
10 H -0.538 -1.071 -0.470  C2 1.073
11 H 1.915 -0.537 -0.237  C3 1.091
12 H 1.581 1.240 -0.001  C3 1.108
13 H -0.101 -0.209 1.861  C4 1.089
14 H 2.925 0.000 2.532  C5 1.065
15 H 1.699 -1.372 2.846  C5 1.119
16 H -1.579 0.908 -1.524  N6 1.017
17 H -0.977 1.763 -0.226  N6 1.025
18 H -2.671 0.031 0.525  O20 0.986
19 H -3.272 -0.169 1.796  O20 0.970
20 O -3.122 -0.705 1.001  H18 0.986, H19 0.970

Its SMILES is C=CC[C@H](C)N.O. The energy above the lowest of the compared OMol25 structures with the same formula, charge and spin comes out at 312.5 kJ/mol. As for the spin multiplicity: 1. As for the max |F|: 3.86 eV/A.

Atom charges from the natural (NBO) analysis, given in e for atoms 1 to 4: C -0.6532; C -0.0390; C -0.4608; C -0.1652

=====

This record from OMol25 describes a cluster of 3 separate species, C5H13NO in total at a distorted geometry. The level of theory is wB97M-V/def2-TZVPD.

Each atom is followed by the atoms it is bonded to, with distances in Å.
Geometry (Å):
1 C -1.219 1.013 -1.063  N2 1.424, H7 1.119, H8 1.097, H9 1.096
2 N -2.375 1.017 -0.231  C1 1.424, H10 1.051, H18 1.001
3 C 1.994 0.298 -1.300  C6 1.374, H11 1.080, H12 1.080
4 C 0.708 -0.986 1.144  C5 1.466, H13 1.103, H14 1.096, H15 1.089
5 C 1.737 0.057 1.128  C4 1.466, C6 1.395, H16 1.085
6 C 2.474 0.371 -0.015  C3 1.374, C5 1.395, H17 1.086
7 H -0.361 1.659 -0.750  C1 1.119
8 H -1.449 1.254 -2.108  C1 1.097
9 H -0.771 0.026 -0.902  C1 1.096
10 H -2.482 0.050 0.166  N2 1.051
11 H 2.697 0.666 -2.032  C3 1.080
12 H 1.013 -0.135 -1.433  C3 1.080
13 H -0.209 -0.585 1.607  C4 1.103
14 H 1.095 -1.820 1.740  C4 1.096
15 H 0.418 -1.416 0.186  C4 1.089
16 H 1.914 0.600 2.051  C5 1.085
17 H 3.453 0.833 0.075  C6 1.086
18 H -2.615 1.805 0.338  N2 1.001
19 H -2.903 -2.122 0.220  O20 0.957
20 O -2.142 -1.568 0.392  H19 0.957

The energy above the lowest of the compared OMol25 structures with the same formula, charge and spin comes out at 678.8 kJ/mol. As for the spin multiplicity: 1. As for the max |F|: 2.19 eV/A.

Atom charges from the natural (NBO) analysis, given in e for atoms 1 to 4: C -0.4001; N -0.9186; C -0.1126; C -0.7339

=====

This record from OMol25 describes an isolated molecule of C5H13NO at a distorted geometry. The level of theory is wB97M-V/def2-TZVPD.

Each atom is followed by the atoms it is bonded to, with distances in Å.
Geometry (Å):
1 C 1.013 0.238 0.104  C2 1.569, N5 1.472, H8 1.078, H9 1.105
2 C -0.253 0.225 -0.823  C1 1.569, C3 1.550, C4 1.516, H10 1.096
3 C -0.005 1.264 -1.946  C2 1.550, H11 1.102, H12 1.137, H13 1.105
4 C -0.489 -1.210 -1.252  C2 1.516, H14 1.113, H15 1.104, H16 1.092
5 N 0.772 -0.392 1.413  C1 1.472, C6 1.426, H17 1.008
6 C -0.451 -0.133 2.100  N5 1.426, O7 1.404, H18 1.116, H19 1.112
7 O -0.522 -0.023 3.498  C6 1.404, H20 0.966
8 H 1.438 1.213 0.279  C1 1.078
9 H 1.801 -0.242 -0.504  C1 1.105
10 H -1.086 0.594 -0.215  C2 1.096
11 H -0.912 1.333 -2.568  C3 1.102
12 H 0.160 2.371 -1.746  C3 1.137
13 H 0.819 0.936 -2.605  C3 1.105
14 H 0.453 -1.695 -1.594  C4 1.113
15 H -1.012 -1.861 -0.529  C4 1.104
16 H -1.129 -1.219 -2.137  C4 1.092
17 H 1.065 -1.355 1.364  N5 1.008
18 H -0.831 0.837 1.699  C6 1.116
19 H -1.222 -0.798 1.653  C6 1.112
20 H 0.391 -0.083 3.808  O7 0.966

Its SMILES is CC(C)CNCO. The energy above the lowest of the compared OMol25 structures with the same formula, charge and spin comes out at 160.5 kJ/mol. As for the spin multiplicity: 1. As for the max |F|: 3.69 eV/A.

Atom charges from the natural (NBO) analysis, given in e for atoms 1 to 4: C -0.2047; C -0.2463; C -0.6208; C -0.6216

=====

This record from OMol25 describes an isolated molecule of C5H13NO at a distorted geometry. The level of theory is wB97M-V/def2-TZVPD.

Each atom is followed by the atoms it is bonded to, with distances in Å.
Geometry (Å):
1 C 1.763 1.220 0.313  O2 1.402, C3 1.492, H8 1.099, H9 1.113
2 O 2.824 0.445 0.805  C1 1.402, H10 0.946
3 C 0.533 1.207 1.156  C1 1.492, C4 1.542, H11 1.093, H12 1.099
4 C -0.254 -0.118 1.093  C3 1.542, C5 1.620, H13 1.085, H14 1.086
5 C -1.147 -0.076 -0.258  C4 1.620, C6 1.522, H15 1.093, H16 1.092
6 C -1.389 -1.475 -0.807  C5 1.522, N7 1.462, H17 1.098, H18 1.101
7 N -1.272 -1.631 -2.256  C6 1.462, H19 1.011, H20 1.015
8 H 1.634 0.821 -0.703  C1 1.099
9 H 2.037 2.292 0.192  C1 1.113
10 H 3.021 0.650 1.707  O2 0.946
11 H -0.165 1.988 0.842  C3 1.093
12 H 0.845 1.465 2.178  C3 1.099
13 H -0.944 -0.355 1.896  C4 1.085
14 H 0.353 -0.982 0.838  C4 1.086
15 H -0.508 0.432 -0.986  C5 1.093
16 H -1.946 0.630 -0.023  C5 1.092
17 H -2.387 -1.793 -0.475  C6 1.098
18 H -0.824 -2.301 -0.348  C6 1.101
19 H -0.296 -1.470 -2.467  N7 1.011
20 H -1.881 -0.949 -2.697  N7 1.015

Its SMILES is NCCCCCO. The energy above the lowest of the compared OMol25 structures with the same formula, charge and spin comes out at 147.5 kJ/mol. As for the spin multiplicity: 1. As for the max |F|: 2.82 eV/A.

Atom charges from the natural (NBO) analysis, given in e for atoms 1 to 4: C -0.0577; O -0.7167; C -0.4339; C -0.3927

=====

Question: Among the records above, which one has the highest max |F|?
Answer: number 5